Entry 1:
Computed, not measured: a cluster of 10 separate species, C46H122N10O13 in total in a non-equilibrium geometry, with ωB97M-V/def2-TZVPD.

```
191
Properties=species:S:1:pos:R:3:forces:R:3:mulliken_charge:R:1
C -3.50447 5.90484 4.25039 0.22 1.08 0.64 -0.9200
O -3.18584 4.61149 3.86976 -0.76 -0.99 0.01 -0.0769
C -1.88060 4.16034 4.15275 0.67 0.63 -0.53 -0.9910
C -0.92673 4.64440 3.06471 0.24 0.00 -0.77 0.5494
C -1.23464 4.02239 1.70025 0.01 -0.55 -0.13 -0.0604
N 0.46111 4.39996 3.46058 -0.31 -0.09 0.62 -0.6695
H -4.57123 6.11295 4.15840 -0.05 -0.42 -0.37 0.2892
H -2.96508 6.65038 3.65813 0.00 0.07 0.02 0.3035
H -3.28962 6.08835 5.31216 0.24 -0.09 -0.04 0.3531
H -1.50047 4.54118 5.10620 -0.24 -0.12 0.18 0.4323
H -1.91010 3.06957 4.15402 -0.04 -0.05 0.16 0.0057
H -1.07420 5.72519 2.95500 0.12 0.02 0.20 0.2339
H -2.22905 4.23260 1.29784 0.03 0.14 0.10 0.0580
H -1.11956 2.93070 1.75109 -0.07 0.06 0.14 -0.3667
H -0.49591 4.33861 0.95726 -0.09 0.23 0.07 0.4306
H 1.07333 4.58720 2.67890 0.04 0.03 -0.13 0.0801
H 0.58125 3.40426 3.65093 0.10 0.08 -0.22 0.1292
C -8.09557 3.07128 4.60847 -0.14 -0.55 -0.08 -0.7632
O -7.54777 2.89939 3.32175 0.02 0.85 -0.10 -0.3194
C -6.28810 2.29559 3.36119 0.34 -0.91 -1.32 -1.1096
C -5.60455 2.41446 1.98873 -0.06 1.82 0.70 0.9901
C -4.34257 1.59408 1.95791 0.18 -0.91 -0.31 -1.1152
N -5.21527 3.83848 1.74335 0.00 -0.34 0.32 -0.4193
H -8.47948 2.09617 4.92866 -0.10 0.14 0.37 0.3007
H -8.90803 3.78920 4.55682 -0.09 0.01 -0.11 0.2549
H -7.35565 3.42565 5.33177 0.07 0.02 -0.03 0.3013
H -5.63070 2.79856 4.07709 0.00 -0.31 0.32 0.3809
H -6.40198 1.20740 3.51653 0.10 0.19 0.67 0.3729
H -6.32464 2.16700 1.20368 0.11 -0.43 0.06 0.1976
H -4.55084 0.52327 2.06093 0.00 0.16 -0.07 0.3968
H -3.63084 1.80929 2.75844 -0.18 0.44 0.09 0.4712
H -3.82545 1.74168 1.00844 0.05 0.04 0.05 -0.2868
H -5.88072 4.45582 2.20730 -0.14 -0.17 -0.21 0.2670
H -4.34093 3.98975 2.25159 -0.15 0.08 -0.14 -0.1822
C -1.14230 1.93917 -1.13653 -0.69 0.08 0.14 0.3009
O -0.66263 0.97520 -2.04008 0.29 0.08 0.02 -0.5658
C 0.17832 0.01922 -1.40690 -0.51 -0.18 -0.74 -0.5714
C 1.66881 0.33203 -1.48412 -0.48 0.07 0.37 1.0570
C 2.42254 -0.97563 -1.29689 0.48 0.13 0.10 -1.3605
N 2.10356 1.23374 -0.40070 0.33 0.00 -0.54 0.3617
H -0.34849 2.43977 -0.58040 0.00 0.14 -0.08 -0.2746
H -1.83507 1.49773 -0.40314 0.19 -0.17 0.08 -0.0294
H -1.75308 2.65706 -1.68427 0.28 0.16 -0.10 0.3325
H -0.21597 -0.14184 -0.39839 0.49 -0.08 0.21 -0.2525
H 0.03145 -0.91352 -1.96192 -0.08 0.03 0.00 0.3242
H 1.84029 0.79787 -2.46401 0.06 -0.28 -0.07 0.2108
H 3.48671 -0.77567 -1.13965 -0.01 0.01 0.10 0.3531
H 2.37161 -1.67270 -2.13544 -0.32 0.08 0.00 0.4796
H 2.03076 -1.43796 -0.38626 0.13 -0.20 -0.07 -0.0261
H 1.71941 2.16678 -0.52958 0.06 -0.03 -0.06 -0.0655
H 3.11250 1.32372 -0.54018 -0.03 0.19 0.40 -0.5726
C 3.45839 -5.44262 -4.30032 -0.69 0.23 0.27 -0.6912
O 3.94056 -4.44193 -3.43165 0.35 0.22 0.00 -0.2347
C 5.17496 -4.82263 -2.85618 0.09 -0.85 -0.38 -0.5153
C 5.71757 -3.73966 -1.94034 0.20 -0.18 -0.16 0.9587
C 6.04730 -2.44967 -2.67604 -1.16 0.01 -0.67 -1.5156
N 6.94730 -4.16940 -1.25989 -0.12 -0.81 0.29 -0.7523
H 4.15245 -5.59658 -5.12847 0.03 -0.29 -0.01 0.3299
H 2.49608 -5.10716 -4.69111 0.15 0.18 -0.11 0.2565
H 3.23213 -6.35724 -3.73828 0.42 -0.19 -0.16 0.1331
H 5.02729 -5.78678 -2.33393 -0.02 0.35 0.36 -0.0506
H 5.92654 -5.09764 -3.62747 -0.18 0.46 -0.10 0.4311
H 4.91804 -3.58960 -1.20634 0.32 0.32 0.20 -0.0316
H 6.67210 -2.63972 -3.55430 0.47 -0.04 0.35 0.4704
H 6.46251 -1.71184 -1.99817 0.26 -0.01 -0.04 0.3727
H 5.14691 -2.02281 -3.13737 -0.04 -0.04 0.32 0.2607
H 6.76190 -4.98641 -0.67385 -0.09 0.31 0.01 0.2756
H 7.61816 -4.52889 -1.93988 -0.09 0.35 -0.07 0.3023
C 5.55030 0.68490 -5.49996 0.25 0.11 -0.40 -0.7015
O 5.66520 1.69997 -4.52677 -0.78 -0.27 -0.38 -0.4041
C 5.62305 1.15528 -3.23703 1.15 0.68 1.19 -0.3277
C 5.72682 2.31252 -2.23328 0.04 -0.35 -0.15 0.9345
C 6.91546 3.21149 -2.55833 -0.51 0.43 -0.45 -1.6814
N 5.76299 1.76878 -0.87184 -0.05 0.28 -0.01 -0.0847
H 5.60028 1.11772 -6.50034 -0.11 0.29 0.16 0.2943
H 4.59515 0.16147 -5.40543 0.10 -0.22 0.05 0.2610
H 6.40715 0.00027 -5.44297 -0.24 -0.21 0.22 0.2828
H 4.74041 0.59342 -2.90913 -0.21 -0.19 -0.80 0.0477
H 6.51467 0.51709 -3.12556 -0.16 -0.21 0.19 0.2796
H 4.76780 2.83068 -2.34167 0.17 0.35 0.12 -0.2353
H 6.67840 3.79680 -3.44989 0.21 -0.10 -0.09 0.4027
H 7.79904 2.60857 -2.77438 0.08 0.03 0.10 0.3850
H 7.13370 3.93610 -1.77204 -0.02 -0.19 0.19 0.4351
H 5.58964 2.55255 -0.23103 0.22 -0.41 -0.09 0.0406
H 6.71912 1.47178 -0.68159 -0.15 -0.10 0.06 0.3028
C -2.26569 -1.38852 3.18313 -0.10 -0.11 0.51 -0.5149
O -0.87594 -1.21303 3.25790 0.09 0.05 0.02 -0.5063
C -0.42364 0.05716 2.81712 0.42 -0.94 -0.26 1.4118
C 1.06101 0.14690 3.15778 -0.02 0.46 1.09 0.8414
C 1.27732 0.11657 4.66588 -0.20 -0.69 0.30 -1.7551
N 1.58608 1.40327 2.61403 0.09 -0.50 -1.02 0.7815
H -2.45599 -2.41214 3.50663 -0.09 -0.03 -0.28 0.3701
H -2.66700 -1.21327 2.17909 0.04 -0.06 -0.04 0.0243
H -2.79856 -0.74611 3.90267 0.10 0.17 -0.20 0.3272
H -0.46520 0.06074 1.71702 -0.48 0.48 0.08 -0.9490
H -1.03774 0.83762 3.27786 0.17 0.27 -0.14 -0.1151
H 1.51719 -0.75557 2.72108 0.04 0.09 -0.04 0.0709
H 0.68344 -0.67352 5.13827 -0.05 0.05 -0.21 0.4328
H 0.96737 1.05597 5.12767 0.21 0.12 -0.09 0.3172
H 2.30981 -0.13366 4.92553 0.06 0.41 -0.07 0.2878
H 2.59112 1.51825 2.81768 -0.73 -0.37 0.09 0.0093
H 1.57160 1.23216 1.59030 0.19 0.64 0.52 -0.4560
C -6.99926 2.12915 -3.36475 0.06 -0.31 -0.31 -0.6184
O -6.17063 3.25246 -3.38599 -0.22 0.73 0.16 -0.4263
C -5.30856 3.38629 -2.24995 -0.25 -0.44 -1.48 0.5246
C -4.93160 4.84342 -2.16513 0.17 0.75 1.28 0.2641
C -4.06305 5.31039 -3.31593 -0.14 -0.39 -0.13 -1.4036
N -4.20684 5.06326 -0.88976 -0.38 -0.48 0.36 -0.3720
H -7.60730 2.07195 -2.45499 0.17 -0.10 0.15 0.2741
H -6.39930 1.22480 -3.51111 -0.15 -0.24 0.29 0.2001
H -7.69304 2.19761 -4.20260 0.07 0.13 -0.07 0.3050
H -5.83537 3.01427 -1.36528 0.24 0.11 0.19 0.0383
H -4.42793 2.77739 -2.50278 0.12 -0.05 0.67 -0.2874
H -5.86109 5.42534 -2.09970 -0.10 -0.16 -0.56 0.3621
H -3.84998 6.37294 -3.21152 0.01 0.05 -0.13 0.3909
H -4.53792 5.10133 -4.27500 -0.08 0.21 0.00 0.3564
H -3.11839 4.76048 -3.30085 0.03 0.07 0.11 0.1898
H -4.76587 4.64952 -0.12255 0.51 0.10 -0.31 0.1641
H -4.18653 6.05466 -0.66263 0.13 -0.04 -0.29 0.2782
C 1.49704 -4.37218 -0.10844 -0.12 -0.27 -0.03 -0.5223
O 0.96353 -5.64387 0.19538 0.21 0.08 -0.12 -0.4316
C 0.37864 -6.28982 -0.92757 -0.37 0.47 0.36 -0.1242
C 0.20740 -7.75603 -0.55186 -0.42 0.14 -0.27 -1.0727
N 1.31668 -8.62333 -0.87848 0.82 -0.26 0.22 -0.4027
C 2.53333 -8.37237 -0.07832 -0.85 -0.32 -0.40 -0.2191
C 3.71014 -9.11780 -0.66301 0.05 0.49 0.87 -0.7840
O 4.09535 -8.49096 -1.87470 -0.07 -0.24 -0.02 -0.1729
C 5.46578 -8.61360 -2.13916 0.71 -0.09 -0.07 -0.9239
H 1.83451 -3.95508 0.83889 0.05 0.15 -0.11 0.3542
H 0.73954 -3.71709 -0.55915 0.04 0.02 0.08 0.3653
H 2.33575 -4.46816 -0.81204 0.00 0.12 0.04 0.0660
H 0.99073 -6.12646 -1.82560 0.15 -0.27 0.04 0.0789
H -0.58766 -5.80171 -1.12688 -0.04 -0.16 -0.04 0.4749
H -0.71442 -8.17368 -0.96955 0.15 0.12 -0.31 0.4106
H 0.01755 -7.75629 0.52535 0.27 -0.16 0.04 0.3928
H 1.59313 -8.55184 -1.85370 -0.37 0.13 0.01 0.2819
H 2.31918 -8.75948 0.92389 0.22 0.21 0.04 0.3069
H 2.76398 -7.30156 -0.02935 0.15 -0.10 0.18 0.1499
H 3.47205 -10.17934 -0.78764 0.02 0.02 -0.28 0.3378
H 4.51618 -9.04168 0.08089 0.10 -0.05 -0.19 0.4757
H 5.88384 -9.58738 -1.85547 -0.30 -0.11 -0.11 0.4028
H 6.07543 -7.87788 -1.59238 -0.25 0.11 0.02 0.3185
H 5.63906 -8.46958 -3.20530 -0.10 0.04 0.00 0.2618
C 4.82144 -0.36383 2.70692 0.96 -0.63 -0.53 -0.8808
O 4.51366 1.00371 2.64013 0.52 0.30 0.39 -0.0542
C 5.68559 1.79756 2.87740 -0.80 0.07 -0.18 -0.8019
C 5.27628 3.25709 2.83096 0.39 0.02 0.22 -0.8327
N 4.96600 3.64892 1.45028 -0.81 -0.04 0.50 -0.1919
C 4.32561 4.96721 1.45766 -0.33 0.41 0.51 -0.4398
C 4.06878 5.56945 0.09171 0.18 -0.29 0.29 -0.5310
O 2.93542 4.96973 -0.48560 -0.76 -0.28 -0.03 -0.0996
C 2.82061 5.25715 -1.86433 0.92 0.33 -0.05 -0.8818
H 5.49898 -0.65419 3.52639 -0.33 0.48 0.32 0.3365
H 5.41096 -0.64695 1.81995 -0.43 -0.12 -0.13 0.2689
H 3.92188 -0.96442 2.79396 -0.19 0.15 -0.19 0.1389
H 6.41632 1.63028 2.07924 0.15 -0.23 0.13 0.2895
H 6.06478 1.48823 3.85234 0.36 0.26 0.04 0.5659
H 6.08608 3.89048 3.20399 0.12 -0.11 -0.08 0.5102
H 4.43325 3.42712 3.51588 -0.10 -0.10 -0.07 0.3833
H 4.20740 2.99947 1.21789 0.23 0.09 -0.39 -0.1687
H 4.87727 5.70506 2.05217 0.61 -0.31 -0.25 0.5413
H 3.39587 4.91530 2.04354 -0.29 0.02 -0.35 -0.0656
H 4.93165 5.39384 -0.56665 0.10 0.15 0.13 0.3114
H 3.92629 6.64796 0.23449 -0.08 0.03 -0.28 0.4199
H 2.78154 6.33724 -2.04882 -0.02 0.03 0.08 0.3507
H 1.94192 4.81598 -2.31848 -0.18 -0.31 0.33 0.2298
H 3.72764 4.86997 -2.34834 -0.20 0.06 -0.32 0.2782
C -3.59826 -0.56795 -2.80712 0.92 -0.39 0.14 -0.6767
O -4.75902 -0.89931 -2.09292 -0.17 -0.24 -0.42 -0.4191
C -4.58903 -0.68924 -0.72162 -0.46 0.88 0.67 0.2767
C -5.91764 -0.87719 -0.01535 0.40 -0.70 -0.12 -0.4218
N -6.16946 -2.30986 0.22519 -1.23 0.19 -1.02 -0.4174
C -7.54483 -2.48049 0.73692 0.55 0.00 0.52 -0.5819
C -7.91504 -3.93191 0.92818 0.04 0.62 1.01 -0.5815
O -7.76858 -4.62266 -0.26793 0.12 -0.15 -0.32 -0.2649
C -8.33554 -5.89209 -0.18917 -0.87 -0.69 0.24 -0.7837
H -2.75250 -1.18045 -2.45478 -0.05 0.04 -0.04 0.3326
H -3.27674 0.47113 -2.66728 -0.29 0.06 -0.03 0.0750
H -3.72239 -0.78747 -3.86418 -0.31 0.09 -0.01 0.3740
H -4.29680 0.36126 -0.56490 0.25 -0.14 -0.02 -0.1406
H -3.84447 -1.34994 -0.26283 0.18 -0.05 -0.21 0.1962
H -6.67505 -0.42242 -0.66932 -0.16 0.12 0.28 0.5076
H -5.88145 -0.38313 0.95451 -0.20 0.12 -0.10 0.0555
H -6.25476 -2.69732 -0.72238 0.56 -0.24 0.35 0.2988
H -8.29723 -1.99891 0.09487 0.08 0.07 0.05 0.3029
H -7.57373 -2.02952 1.73669 -0.21 0.16 -0.16 0.2803
H -8.93824 -3.95518 1.33649 -0.19 -0.13 -0.44 0.4084
H -7.31818 -4.37084 1.74088 0.33 -0.11 -0.26 0.3464
H -7.98834 -6.48912 0.66486 0.36 0.19 -0.03 0.3063
H -8.15510 -6.45831 -1.09772 0.18 0.17 -0.14 0.2474
H -9.42497 -5.81761 -0.04638 0.03 0.04 -0.14 0.3101
```
Forces are in eV/Å.

The strongest force on any atom comes out at 0.0380 Eh/bohr. The LUMO energy comes out at 0.7 eV. As for the energy relative to the best compared isomer or geometry (same formula, charge and spin): 3.1 kcal per mole. The value obtained for the HOMO energy is -0.315 Eh. The total charge is 0. The SMILES is COC[C@H](C)N.COC[C@H](C)N.COC[C@H](C)N.COC[C@H](C)N.COC[C@H](C)N.COC[C@H](C)N.COC[C@H](C)N.COCCNCCOC.COCCNCCOC.COCCNCCOC. As for the gap between HOMO and LUMO: 9.23 eV. As for the spin multiplicity: 1.

Entry 2:
Computed, not measured: a structure of composition C15H14AuN4O in a non-equilibrium geometry, with ωB97M-V/def2-TZVPD.

```
35
Properties=species:S:1:pos:R:3:forces:R:3:mulliken_charge:R:1
Au 0.52355 1.37763 -1.46970 -0.50 0.50 0.10 0.2281
N 1.75677 -1.41678 -1.41878 0.18 -1.05 -1.18 -0.1559
C 0.65598 -1.85526 -0.66399 -1.09 -0.40 0.51 0.6885
C 0.03416 -3.04767 -1.13321 0.50 0.54 0.46 -0.7123
C -0.91470 -3.65230 -0.34503 -1.01 0.95 1.16 -0.3604
C -1.27584 -2.95779 0.87169 -0.83 -1.24 -0.51 -0.4052
C -0.67555 -1.76177 1.18214 0.03 0.59 0.24 -0.4160
N 0.26300 -1.17904 0.42996 1.38 -0.93 -1.46 -0.2561
C 2.63909 -0.51775 -0.81823 2.09 -0.31 0.75 0.5716
C 3.83491 -1.03901 -0.23720 -0.92 1.10 0.62 -0.5311
C 4.60608 -0.21495 0.57555 -1.04 1.48 -0.38 -0.3417
C 4.17257 1.12472 0.77017 -0.55 0.00 -1.15 -0.6042
C 3.06953 1.60292 0.04608 0.49 -0.72 0.49 -0.0542
N 2.34332 0.79491 -0.74805 -0.30 -1.04 -0.02 -0.3080
H 2.16829 -2.21058 -2.00817 -0.60 1.94 1.39 0.3730
H 0.39224 -3.41093 -2.08821 -0.24 -0.37 0.02 0.3470
H -1.47402 -4.56501 -0.63979 0.66 0.73 0.20 0.3768
H -2.10405 -3.33148 1.51709 0.92 0.20 -0.59 0.3271
H -0.88870 -1.15978 2.07871 -0.37 -0.61 -0.38 0.3871
H 4.01117 -2.10220 -0.20875 0.04 -0.12 -0.45 0.3420
H 5.49145 -0.56910 1.06577 0.19 -0.22 0.21 0.4062
H 4.64365 1.87520 1.39027 0.37 -0.42 0.16 0.3670
H 2.69532 2.62899 0.13343 0.34 -0.47 -0.06 0.3722
O -1.30999 2.00712 -2.01260 -0.78 0.53 1.48 -0.7462
N -2.15154 2.09569 -0.84848 0.74 -0.16 -2.26 0.4120
C -2.07053 3.13229 0.04933 0.36 0.32 0.53 -0.3161
C -2.85929 3.07576 1.18162 1.11 0.78 -0.48 -0.5473
C -3.88036 2.10677 1.29942 0.56 0.48 1.05 -0.3348
C -3.98605 1.16291 0.30389 -0.22 -0.84 -1.93 -0.5326
C -3.21098 1.21673 -0.85232 -0.40 -0.21 1.64 -0.4733
H -1.34072 3.91972 -0.21572 -0.43 -0.69 0.48 0.3935
H -2.59159 3.75041 2.00804 -0.56 -0.02 -0.59 0.3200
H -4.55242 2.13956 2.13856 -0.02 -0.21 0.18 0.3948
H -4.72643 0.37349 0.39763 -0.08 0.17 -0.26 0.3647
H -3.28832 0.60656 -1.73112 -0.06 -0.28 0.03 0.4236
```
Forces are in eV/Å.

The strongest force on any atom comes out at 0.0478 Eh/bohr. The LUMO energy (spin up / spin down) comes out at -0.2 / -0.2 eV. The value obtained for the HOMO energy (spin up / spin down) is -0.154 / -0.288 Eh. The total charge is 0. As for the gap between HOMO and LUMO (spin up / spin down): 4.01 / 7.67 eV. As for the expectation value of S²: 0.7695. As for the spin multiplicity: 2.